[1]
The following is a quantum chemistry calculation of a 2-piece molecular cluster, C6H7BrO3S overall at a distorted geometry, from OMol25.

Structure (XYZ):
```
18
Properties=species:S:1:pos:R:3:forces:R:3
C -0.9700 -0.0598 0.1718 0.1959 0.7531 -0.4880
C -0.5591 -1.4401 0.2546 1.6831 1.6140 -0.6367
C 0.0862 0.6899 -0.3597 -2.2866 -1.8609 1.0612
C 0.7212 -1.3874 -0.1935 1.5396 0.2269 -0.3127
C -1.2195 -2.6686 0.6950 3.5545 -2.1598 -0.7367
C 0.1630 2.1205 -0.6376 3.2039 -0.3511 0.4633
O 4.3049 -0.4597 -1.1373 0.4795 -2.2567 -0.9419
O 3.2635 -1.5612 -3.0264 0.6352 -0.7446 0.2183
O 1.1588 -0.0977 -0.6186 -1.0547 -2.2551 1.3225
S 4.2066 -1.6877 -1.9424 -0.9324 3.1876 0.5230
Br 2.0517 -2.7932 0.0759 -0.9590 1.1354 -0.3498
H -1.9726 0.2999 0.4754 0.9353 -0.0577 -0.3786
H -2.1486 -2.7769 0.2719 -2.2411 -0.3668 -1.0202
H -1.2895 -2.7598 1.7458 -0.1206 0.0161 1.2263
H -0.5010 -3.5601 0.3281 -1.9483 1.7798 0.8651
H 1.1396 2.2892 -1.1434 -0.7910 0.0652 -0.1449
H 0.2984 2.6507 0.2932 -0.4376 0.3948 0.3340
H -0.6426 2.4477 -1.1998 -1.4558 0.8800 -1.0041
```
Positions in Å, forces in eV/Å.

Computed properties:
LUMO = -0.9 eV
electronic energy = -93353.7861 eV
charge = 0
HOMO-LUMO gap = 7.5 eV
HOMO energy = -8.3 eV

---

[2]
The following is a quantum chemistry calculation of a 6-piece molecular cluster, C17H46B3NO11 overall, from OMol25.

Structure (XYZ):
```
78
Properties=species:S:1:pos:R:3:forces:R:3
C -6.0687 -0.3742 -1.3188 0.0273 0.2409 0.0453
C -4.7140 -1.0540 -1.3216 -0.3029 -0.0386 0.6591
O -3.9693 -0.9055 -2.2533 0.3476 -0.1397 -0.8140
N -4.3442 -1.8831 -0.2634 -0.7803 -0.3175 0.0434
C -4.9682 -1.8495 1.0522 -0.0562 -0.0153 -0.0158
C -4.3556 -0.7830 1.9849 0.0359 -0.0080 0.1750
C -3.6737 0.3941 1.2902 -0.2064 0.1203 -0.0959
C -2.8611 1.2688 2.2592 -0.0031 -0.0008 0.0443
B -1.4348 1.6723 1.7781 0.6714 -0.4231 0.0751
O -0.6585 2.5892 2.4815 -0.6689 0.3946 -0.2539
B 0.2592 3.2656 1.7100 0.0221 -0.2421 0.1410
O 1.0459 2.5057 0.8645 -0.1489 0.4463 -0.6946
B 0.3401 1.5823 0.1145 -0.0614 -0.3850 0.7084
C 0.8549 1.0913 -1.2960 0.4659 -0.0142 0.0889
O 0.0677 1.6397 -2.3614 0.0070 -0.0092 -0.1558
O 0.5444 2.9760 -2.5834 -0.1478 -0.0814 0.1812
O -0.8615 1.1284 0.6313 -0.2888 0.2842 -0.3728
H -6.4961 -0.5572 -2.3057 0.0117 0.0316 0.0682
H -5.9413 0.7061 -1.2188 -0.0096 -0.0736 0.0126
H -6.7568 -0.7249 -0.5534 0.0447 0.0221 -0.0317
H -4.1389 -2.8199 -0.5815 0.6339 0.1683 0.0774
H -6.0557 -1.7262 0.9975 0.0853 0.0583 -0.0499
H -4.7971 -2.8314 1.4954 -0.0450 0.0428 -0.0298
H -5.1434 -0.3974 2.6429 0.0898 -0.0877 0.0198
H -3.6222 -1.2670 2.6399 0.0078 0.0190 -0.1073
H -4.4435 1.0221 0.8246 0.0995 -0.0813 -0.0873
H -3.0407 0.0274 0.4796 -0.0017 0.0111 0.1492
H -3.3867 2.2020 2.4952 -0.0020 -0.1205 0.1035
H -2.7370 0.7608 3.2271 -0.0165 0.0867 -0.0498
H 0.2511 4.4512 1.6492 0.3006 -0.0717 0.2703
H 1.8985 1.3903 -1.4463 -0.0940 -0.1295 -0.0538
H 0.7940 0.0061 -1.4242 -0.1520 0.0521 0.0333
H -0.1809 3.4965 -2.2098 0.0346 0.0636 -0.0960
C 2.1876 -1.0945 -4.5823 -0.0734 -0.0592 0.0271
C 2.8814 -1.4876 -3.2934 0.0661 0.0511 -0.0297
O 2.2873 -2.6243 -2.6747 0.2498 0.1012 -0.1734
H 1.1310 -0.8978 -4.3984 0.0034 0.0241 -0.0069
H 2.6372 -0.1968 -5.0086 0.0143 0.0020 0.0095
H 2.2632 -1.8953 -5.3223 0.0119 0.0145 -0.0106
H 2.7962 -0.6864 -2.5600 0.0421 0.0046 -0.0063
H 3.9489 -1.6644 -3.4657 -0.0025 0.0119 -0.0007
H 2.3478 -3.3671 -3.2842 -0.0248 -0.0046 0.0053
C 4.3051 6.9114 2.4578 0.0231 -0.1048 -0.0549
C 2.8120 7.1043 2.6251 0.0362 -0.0552 -0.0617
O 2.1193 5.8593 2.5641 0.0038 0.0765 0.1211
H 4.5012 6.3928 1.5184 0.0784 0.0499 -0.0069
H 4.8411 7.8613 2.4555 -0.0320 0.0220 -0.0003
H 4.7092 6.2987 3.2685 -0.0052 0.0404 0.0315
H 2.4094 7.6948 1.8024 0.0013 0.0272 0.0195
H 2.5774 7.6284 3.5575 0.0047 0.0020 -0.0019
H 2.4091 5.3242 3.3105 -0.0066 0.0032 -0.0233
C -0.0473 -3.7484 -1.0103 -0.0680 -0.0227 0.0400
C -1.3238 -3.1153 -0.5045 0.0381 -0.0584 0.0322
O -2.0651 -4.0202 0.3241 -0.0474 0.0611 0.0779
H -0.2776 -4.6620 -1.5630 -0.0028 -0.0223 -0.0146
H 0.5232 -3.0824 -1.6590 -0.2081 -0.0390 0.1670
H 0.5771 -4.0213 -0.1579 0.0941 -0.0352 -0.0692
H -1.9934 -2.8396 -1.3166 0.0442 0.0317 -0.0492
H -1.0987 -2.1985 0.0518 -0.0583 0.0428 -0.0051
H -1.4848 -4.2908 1.0463 0.0098 -0.0519 -0.0671
C -0.4634 -8.1973 1.8307 0.0015 0.0541 0.0608
C -0.1368 -7.0798 0.8604 0.0041 0.0026 -0.0635
O 0.4213 -5.9386 1.5071 -0.0349 0.0260 0.1132
H -1.1563 -7.8465 2.5960 -0.0058 -0.0120 -0.0064
H -0.9178 -9.0407 1.3093 -0.0011 -0.0008 -0.0123
H 0.4401 -8.5575 2.3287 -0.0007 -0.0145 -0.0097
H -1.0390 -6.7128 0.3710 0.0056 -0.0277 -0.0170
H 0.5415 -7.4390 0.0791 -0.0079 0.0142 -0.0143
H 1.2391 -6.1966 1.9444 -0.0405 -0.0054 -0.0092
C 3.9918 3.5629 -0.6478 0.0551 0.0432 0.0251
C 5.3454 4.0148 -1.1619 -0.0517 0.0136 0.0035
O 6.0489 4.8196 -0.2194 -0.0024 -0.0476 0.0646
H 3.3725 4.4191 -0.3793 -0.0138 -0.0146 0.0019
H 3.4641 2.9808 -1.4049 0.0121 0.0453 -0.0064
H 4.1015 2.9365 0.2413 -0.0146 -0.0101 -0.0068
H 5.2304 4.6455 -2.0432 -0.0078 -0.0271 -0.0180
H 5.9524 3.1493 -1.4500 0.0140 0.0117 -0.0202
H 6.1838 4.2952 0.5770 -0.0030 0.0336 -0.0224
```
Positions in Å, forces in eV/Å.

Computed properties:
LUMO = 0.5 eV
electronic energy = -44419.9193 eV
SMILES = CC(=O)NCCCCB1OBOB(COO)O1.CCO.CCO.CCO.CCO.CCO
charge = 0
HOMO-LUMO gap = 9.6 eV
HOMO energy = -9.2 eV

---

[3]
The following is a quantum chemistry calculation of one molecule with the formula C5H9BO2S at a distorted geometry, from OMol25.

Structure (XYZ):
```
18
Properties=species:S:1:pos:R:3:forces:R:3
C -0.7091 0.9979 -1.4828 3.7642 2.1308 1.9808
C -0.8805 -0.1580 -0.5189 0.4671 -1.1530 1.3240
C -1.9476 -0.0024 0.6448 2.7506 0.9394 0.1303
C -1.4742 -0.2361 1.8954 0.5921 -0.0040 -0.9242
S 0.2007 -0.8755 1.9732 -0.4320 0.1813 -0.6611
C 0.5429 -0.6040 0.1788 -0.2127 1.6857 -1.0529
O 1.1061 -1.7715 -0.4480 -0.3350 -0.5108 1.1177
B 1.8216 0.5728 0.2227 -1.8261 -2.4641 0.3333
O 3.0271 0.0508 0.1759 1.9408 -0.4308 -0.4367
H -1.5344 1.2623 -1.9878 -3.5187 0.6514 -1.5847
H 0.0292 0.8916 -2.3086 -0.0993 -0.7361 0.7799
H -0.3723 1.9891 -0.9905 -0.4602 -1.5398 -0.3324
H -1.2705 -0.9361 -1.1886 0.4687 -0.5750 0.4262
H -2.7758 0.6043 0.3333 -0.8140 -0.2037 0.4973
H -1.7818 -0.0361 2.9348 -0.7683 -0.0725 -0.9961
H 0.9385 -2.5543 0.1359 0.0108 0.9594 -0.7533
H 1.9391 1.6641 0.5407 -1.0632 1.4924 0.1804
H 3.1408 -0.8588 -0.1103 -0.4648 -0.3506 -0.0285
```
Positions in Å, forces in eV/Å.

Computed properties:
LUMO = 0.7 eV
electronic energy = -20936.6928 eV
SMILES = C[C@@H]1C=CS[C@]1(O)BO
charge = 0
HOMO-LUMO gap = 9.0 eV
HOMO energy = -8.3 eV

---

[4]
The following is a quantum chemistry calculation of one molecule with the formula C3H4N2 at a distorted geometry, from OMol25.

Structure (XYZ):
```
9
Properties=species:S:1:pos:R:3:forces:R:3
N -0.7187 0.3216 -2.5243 0.6406 -0.0854 1.2288
C -0.2129 0.0970 -1.5045 -0.1279 0.1278 -0.6545
C 0.3264 -0.3854 -0.2310 0.1805 -1.1141 -0.2221
C 0.2146 0.4628 1.0925 1.3591 -0.4720 -1.3672
N -0.6510 -0.6317 0.7765 -0.4982 -0.0375 0.0047
H 1.2407 -0.9417 -0.3109 -0.1972 -0.8442 -0.0775
H 0.9578 0.1895 1.8357 0.0253 0.3508 -0.2021
H 0.4222 1.2686 0.4029 -1.2778 2.0340 1.3071
H -1.5791 -0.3807 0.4630 -0.1045 0.0407 -0.0171
```
Positions in Å, forces in eV/Å.

Computed properties:
LUMO = 0.9 eV
electronic energy = -6152.8885 eV
SMILES = N#C[C@H]1CN1
charge = 0
HOMO-LUMO gap = 11.1 eV
HOMO energy = -10.2 eV

---

[5]
The following is a quantum chemistry calculation of C24H23ClN6O6STa as an isolated structure at a distorted geometry, from OMol25.

Structure (XYZ):
```
62
Properties=species:S:1:pos:R:3:forces:R:3
Ta 0.0374 -0.1845 0.0157 -0.8205 -0.1700 -0.2198
O 1.8791 -0.5713 0.2744 0.2763 0.3128 -0.0282
C 2.8585 -1.4786 0.2315 0.0366 0.0135 0.0397
C 4.1271 -1.1470 0.6881 -0.0663 -0.1598 -0.1060
C 5.1257 -2.1028 0.6123 0.0178 0.1000 0.0413
C 4.8786 -3.3734 0.0950 0.0220 -0.0780 -0.0240
C 3.6157 -3.6982 -0.3476 -0.0130 0.0501 0.0120
C 2.5830 -2.7523 -0.2813 0.1014 0.1183 0.0929
C 1.2583 -3.0988 -0.6919 -0.0547 0.0928 0.0205
N 0.2218 -2.3256 -0.6218 0.1602 -0.3876 -0.0572
N -0.9446 -2.9517 -1.0750 -0.0946 0.0602 0.0442
C -1.9440 -2.2000 -0.7869 0.0902 -0.0499 0.0541
O -1.7210 -1.0605 -0.1419 -0.1057 0.2530 -0.0575
C -3.3283 -2.4950 -1.1714 0.0299 -0.1584 -0.0203
C -4.3574 -1.6493 -0.7667 0.0049 -0.0037 -0.0086
C -5.6604 -1.9201 -1.1527 -0.0244 0.0125 0.0086
C -5.9364 -3.0287 -1.9398 -0.0052 0.0017 -0.0025
C -4.9098 -3.8758 -2.3401 0.0144 0.0113 0.0084
C -3.6066 -3.6130 -1.9580 -0.0266 -0.0036 0.0036
H 4.3094 -0.1558 1.0777 0.0022 0.0142 0.0009
H 6.1199 -1.8521 0.9582 0.0011 -0.0110 0.0018
H 5.6765 -4.1002 0.0425 -0.0007 0.0017 0.0015
H 3.4101 -4.6839 -0.7459 -0.0237 0.0027 -0.0104
H 1.0865 -4.0976 -1.0828 -0.0197 -0.0050 0.0005
H -4.1360 -0.7917 -0.1459 0.0175 0.0007 0.0012
H -6.4622 -1.2682 -0.8326 -0.0057 -0.0024 -0.0084
H -6.9545 -3.2356 -2.2417 -0.0037 -0.0059 0.0072
H -5.1273 -4.7422 -2.9497 -0.0043 0.0029 -0.0041
H -2.8002 -4.2653 -2.2640 0.0166 0.0154 0.0099
C 2.1170 2.7028 4.6870 0.0213 0.0133 -0.0066
C 0.8132 2.0181 5.0646 -0.0274 0.0059 0.0663
N 0.5961 0.7688 4.3410 0.0193 0.0154 -0.0891
C 0.1505 0.7190 3.0833 -0.0183 0.1131 0.0192
S -0.1220 -0.8693 2.4000 -0.0827 -0.1961 -0.0022
N -0.1168 1.8341 2.4546 -0.0538 -0.1325 -0.0802
N -0.6466 1.6082 1.2003 0.2669 0.1415 0.2644
C -1.3503 2.5620 0.6921 0.0046 -0.0080 0.0077
C -1.6419 3.8463 1.3838 -0.0064 0.0239 -0.0173
C -1.9113 2.3012 -0.6403 0.0097 0.0011 -0.0040
C -2.8285 3.1411 -1.2508 0.0279 -0.0314 -0.0011
C -3.3598 2.7700 -2.4771 0.0120 -0.0131 0.0125
C -2.9655 1.5717 -3.0429 0.0049 0.0033 -0.0033
C -2.0364 0.7932 -2.3739 -0.0253 -0.0021 -0.0346
N -1.5117 1.1555 -1.2067 0.0092 0.1026 -0.0676
H 2.2256 3.6341 5.2428 -0.0043 -0.0044 0.0078
H 2.1349 2.9364 3.6232 -0.0115 -0.0034 -0.0073
H 2.9725 2.0682 4.9197 -0.0025 -0.0055 0.0009
H -0.0384 2.6697 4.8685 0.0188 -0.0037 -0.0303
H 0.7951 1.7738 6.1261 0.0190 -0.0070 -0.0065
H 0.8519 -0.1030 4.7709 0.0051 -0.0107 0.0156
H -1.0965 3.9189 2.3161 0.0091 -0.0163 -0.0007
H -2.7129 3.9232 1.5854 0.0024 -0.0044 0.0138
H -1.3693 4.6782 0.7319 0.0019 0.0073 0.0141
H -3.1284 4.0625 -0.7749 0.0031 -0.0019 0.0145
H -4.0772 3.4069 -2.9761 -0.0006 0.0032 -0.0019
H -3.3585 1.2347 -3.9908 -0.0022 0.0031 -0.0025
H -1.6950 -0.1423 -2.7954 0.0020 -0.0049 0.0156
O 1.0417 1.5876 -0.8614 0.3792 0.2617 -0.2098
Cl 1.4331 1.0690 -2.2273 -0.5170 -0.3672 0.7751
O 0.9792 1.9460 -3.2207 -0.1297 0.1268 -0.1743
O 2.8032 0.7879 -2.2735 0.2611 0.0084 -0.0808
O 0.6356 -0.2016 -2.2129 0.2819 -0.0463 -0.2093
```
Positions in Å, forces in eV/Å.

Computed properties:
LUMO = -4.0 eV
electronic energy = -71387.4946 eV
charge = +1
HOMO-LUMO gap = 7.2 eV
HOMO energy = -11.2 eV

---

[6]
The following is a quantum chemistry calculation of one molecule with the formula C4H4OS at a distorted geometry, from OMol25.

Structure (XYZ):
```
10
Properties=species:S:1:pos:R:3:forces:R:3
C -1.5443 0.5643 0.2367 -2.4270 1.5364 -0.4058
C -1.7099 -0.7522 -0.1875 -1.2404 -0.9500 0.4101
C 0.8499 -0.5695 0.1372 -1.5658 -0.7912 0.4797
C 2.0672 -0.1985 0.1907 4.2007 1.2339 -0.4864
O -0.4781 1.1921 0.4455 -0.2534 -1.3569 -0.0907
S -0.3275 -1.6982 0.1944 0.5895 0.5357 -0.1179
H -2.5835 1.1204 0.3522 1.9361 -0.8062 0.0214
H -2.6969 -1.3402 -0.1974 1.7391 1.2809 -0.0876
H 2.9761 -0.5492 -0.4042 -1.8287 -0.2120 0.2931
H 2.4965 0.6396 0.7829 -1.1500 -0.4707 -0.0159
```
Positions in Å, forces in eV/Å.

Computed properties:
LUMO (alpha / beta) = -0.4 / -0.4 eV
electronic energy = -17091.2341 eV
charge = 0
HOMO-LUMO gap (alpha / beta) = 7.6 / 7.6 eV
HOMO energy (alpha / beta) = -8.1 / -8.1 eV

---

- Look up the electronic energy of the third one.
  -20936.6928 eV

---

- Among the records above, which one has the lowest electronic energy?
  C6H7BrO3S

---

- Among the records above, which one has the highest charge?
  C24H23ClN6O6STa